1.
9
Properties=species:S:1:pos:R:3:mulliken_charge:R:1 method="wB97M-V/def2-TZVPD" energy_ev=-27788.263 relative_energy_ev=4.895 orbital_gap_ev="5.625 / 6.979"
S -2.8376 0.4750 0.4097 -0.01
S -2.6984 1.9658 -0.8756 -0.15
N -0.4394 -0.5297 -0.4633 -0.11
N 1.2180 0.0592 1.8331 -0.49
C -1.4078 -0.2938 0.2077 0.22
C 0.8335 -0.6156 -0.5405 -0.36
C 1.6004 -0.1016 0.7025 0.16
H 1.2320 -1.0801 -1.3809 0.45
H 2.4993 0.1207 0.1072 0.29

2.
9
Properties=species:S:1:pos:R:3:mulliken_charge:R:1 method="wB97M-V/def2-TZVPD" energy_ev=-9102.886 relative_energy_ev=0.006 smiles="N#CC=C=N.N#N" orbital_gap_ev=10.404
N -1.7547 -0.5624 -0.0167 -0.42
N -1.0416 2.3090 1.3095 -0.04
N 2.5537 0.0063 0.7126 -0.39
N -0.1326 2.3491 0.6908 0.04
C -0.6118 -0.6900 -0.4103 0.45
C 1.6998 -0.3138 -0.0041 0.28
C 0.6321 -0.7129 -0.8666 -0.56
H -2.1838 -1.3485 0.4685 0.30
H 0.8390 -1.0369 -1.8836 0.34

3.
10
Properties=species:S:1:pos:R:3:mulliken_charge:R:1 method="wB97M-V/def2-TZVPD" energy_ev=-11146.587 relative_energy_ev=2.685 smiles="N#CC1=NN=CON1" orbital_gap_ev=8.897
O 0.6825 -0.5883 -1.3220 -0.25
N 0.4584 0.3784 1.2032 -0.24
N -0.6093 -0.5054 -0.6699 -0.30
N -2.6329 1.8484 1.2067 -0.40
N 1.4811 -0.4746 0.9182 -0.41
C -1.7082 1.2176 0.7739 0.16
C -0.5824 0.3580 0.4500 0.55
C 1.6613 -0.7723 -0.2894 0.15
H -1.2221 -0.2060 -1.5146 0.33
H 2.4716 -1.2558 -0.7560 0.39

4.
10
Properties=species:S:1:pos:R:3:mulliken_charge:R:1 method="wB97M-V/def2-TZVPD" energy_ev=-11146.002 relative_energy_ev=3.270 smiles="O=c1nccnnn1" orbital_gap_ev=8.123
O 2.4253 -0.6134 0.7783 -0.50
N 0.6667 -1.5019 -0.6426 -0.13
N -0.5512 -1.7672 -0.3777 -0.04
N 1.1383 0.7543 -0.4504 -0.37
N -1.3748 -0.9508 0.5804 -0.27
C 1.5433 -0.3845 -0.0708 0.68
C -0.0549 1.1133 -0.2265 0.01
C -1.2779 0.2892 0.3074 -0.02
H -2.0439 1.0574 0.8580 0.29
H -0.4710 2.0035 -0.7561 0.34

5.
10
Properties=species:S:1:pos:R:3:mulliken_charge:R:1 method="wB97M-V/def2-TZVPD" energy_ev=-11145.680 relative_energy_ev=3.592 smiles=c1[nH]nc2nnoc12 orbital_gap_ev=10.027
O 1.9837 0.1830 0.6706 -0.10
N -1.5118 -0.3845 -0.1613 0.04
N 2.2368 1.1601 -0.0613 -0.01
N -0.9210 0.3217 -1.2277 -0.61
N 1.3496 1.4178 -1.0056 -0.39
C -0.4744 -0.8293 0.7374 -0.69
C 0.2243 0.5926 -0.8215 0.62
C 0.6141 -0.2271 0.2627 0.53
H -0.9304 -1.5479 1.5298 0.32
H -2.5708 -0.6863 0.0769 0.28

6.
10
Properties=species:S:1:pos:R:3:mulliken_charge:R:1 method="wB97M-V/def2-TZVPD" energy_ev=-11146.641 relative_energy_ev=2.632 smiles="O=c1nnccnn1" orbital_gap_ev=8.698
O -0.7377 -0.0893 2.3739 -0.49
N 0.3729 1.3077 0.9969 -0.23
N -1.6183 0.4233 0.2887 -0.20
N 1.2125 1.0423 0.1199 -0.21
N -1.3792 -0.1694 -0.7839 -0.12
C 1.0443 -0.1370 -0.5381 0.02
C -0.0731 -0.7815 -0.8764 -0.16
C -0.7072 0.4423 1.2796 0.74
H 1.9013 -0.4450 -1.1794 0.34
H -0.0154 -1.5934 -1.6812 0.32

7.
10
Properties=species:S:1:pos:R:3:mulliken_charge:R:1 method="wB97M-V/def2-TZVPD" energy_ev=-11145.718 relative_energy_ev=3.554 smiles="O=c1nccnnn1" orbital_gap_ev=9.013
O 2.1961 -0.6116 0.8803 -0.49
N -1.0850 -1.1946 0.3896 -0.20
N 1.0470 1.1905 -0.4554 -0.34
N 0.9401 -1.2760 -0.8673 -0.11
N -0.1757 -1.7775 -0.5578 -0.12
C -1.0977 0.0449 0.5370 0.10
C 1.3912 -0.2182 -0.0401 0.59
C -0.2609 1.1305 -0.3696 -0.05
H -2.0480 0.7316 1.0337 0.27
H -0.9070 1.9804 -0.5504 0.35

8.
9
Properties=species:S:1:pos:R:3:mulliken_charge:R:1 method="wB97M-V/def2-TZVPD" energy_ev=-74073.957 relative_energy_ev=1.759 total_charge=-1 orbital_gap_ev=6.728
Se -2.8829 1.0504 0.4087 -0.78
O 0.2857 -1.8717 -1.8186 -0.52
O 0.3207 -1.6281 0.5430 -0.36
N 2.7413 0.9252 0.3804 -0.38
C 0.4311 -0.2100 0.0548 0.72
C 1.7323 0.4288 0.2143 0.12
C 0.2634 -1.3880 -0.7451 0.55
H -0.5619 0.4441 0.1851 -0.30
H -2.3297 2.2493 0.7773 -0.05

9.
9
Properties=species:S:1:pos:R:3:mulliken_charge:R:1 method="wB97M-V/def2-TZVPD" energy_ev=-10775.384 relative_energy_ev=2.386 total_charge=-1 orbital_gap_ev=8.532
O 1.1155 0.2278 1.1271 -0.54
O 1.7654 -0.2354 -1.0193 -0.62
O -2.9349 -0.5653 -0.3448 -0.53
N -1.2743 0.8822 0.2288 -0.08
C -1.7963 -0.1735 -0.3772 0.09
C -0.3820 1.5586 0.6740 -0.02
C 1.8900 -0.2221 0.2085 0.02
H -1.1001 -0.6274 -1.0980 0.29
H 2.7168 -0.8449 0.6010 0.38

10.
9
Properties=species:S:1:pos:R:3:mulliken_charge:R:1 method="wB97M-V/def2-TZVPD" energy_ev=-10774.580 relative_energy_ev=3.190 total_charge=-1 orbital_gap_ev=6.269
O 2.0998 -1.5620 0.1870 -0.55
O 1.1616 0.5137 0.2656 -0.18
O -2.4000 -1.2288 0.3013 -0.58
N -1.1554 0.7397 0.0195 -0.14
C -1.6364 -0.3546 0.0585 0.49
C 0.1178 1.3711 -0.2555 -0.52
C 1.2616 -0.7261 -0.1130 0.28
H 0.1537 2.3415 0.4663 0.05
H 0.3972 -1.0944 -0.9298 0.15

11.
9
Properties=species:S:1:pos:R:3:mulliken_charge:R:1 method="wB97M-V/def2-TZVPD" energy_ev=-28349.807 relative_energy_ev=4.039 total_charge=-1 orbital_gap_ev=6.171
S -0.6806 1.4307 -0.0315 -0.40
S -0.6219 -0.2688 3.0993 -0.43
O 0.8887 2.5350 -1.9346 -0.56
N -0.6409 -2.1046 -0.4470 -0.66
C -0.6251 -0.7248 1.5870 -0.21
C 0.7257 1.6586 -1.0567 0.06
C -0.6235 -1.3768 0.5558 0.71
H 0.0962 -2.0549 -1.0458 0.25
H 1.4814 0.9057 -0.7266 0.25

12.
8
Properties=species:S:1:pos:R:3:mulliken_spin:R:1 method="wB97M-V/def2-TZVPD" energy_ev=-48266.304 relative_energy_ev=1.513 total_charge=+1 spin_multiplicity=4 orbital_gap_ev="7.030 / 5.676"
Ni -0.4107 2.0001 -2.0879 1.04
O -1.4679 0.2896 0.2439 0.12
O 1.7828 -1.2409 0.2830 0.84
C 0.5947 -1.0533 0.1457 0.20
C -0.1084 0.2183 0.6667 0.08
C -0.5327 0.8807 -0.5732 0.59
H -0.0895 -1.8452 -0.2371 0.09
H 0.2316 0.7506 1.5589 0.03

13.
7
Properties=species:S:1:pos:R:3:mulliken_spin:R:1 method="wB97M-V/def2-TZVPD" energy_ev=-7231.370 relative_energy_ev=2.210 spin_multiplicity=3 orbital_gap_ev="8.924 / 7.994"
O 0.9400 -0.7363 1.5538 0.01
O 1.0496 -1.5626 -0.5819 0.11
C -0.9834 -0.3186 -0.3726 1.71
C -0.6112 0.8999 -0.4890 0.01
C 0.8597 -1.1037 0.4695 0.00
H -1.6269 1.3191 -0.1529 0.08
H 0.3722 1.5022 -0.4269 0.08

14.
8
Properties=species:S:1:pos:R:3:mulliken_charge:R:1 method="wB97M-V/def2-TZVPD" energy_ev=-18069.847 relative_energy_ev=3.030 orbital_gap_ev="8.689 / 8.690"
S -2.5056 -0.3837 0.2728 0.23
O -3.2216 0.8088 -0.0964 -0.46
O 2.7665 -0.1324 0.0877 -0.42
C -0.9289 -0.2215 -0.1402 -0.14
C 0.3447 -0.1660 -0.5062 0.07
C 1.6158 0.0480 0.3851 0.06
H 0.4613 -0.3570 -1.5129 0.37
H 1.4678 0.4038 1.5101 0.29

15.
8
Properties=species:S:1:pos:R:3:mulliken_charge:R:1 method="wB97M-V/def2-TZVPD" energy_ev=-11918.550 relative_energy_ev=4.738 total_charge=+1 orbital_gap_ev=9.099
Tl -0.1970 3.1467 0.7158 0.69
O -0.2649 1.0252 0.3290 -0.40
O -0.4894 -1.1961 -0.1394 -0.21
C 0.2909 -1.6946 0.8743 -0.06
C 0.1692 0.0773 -0.2733 0.41
C -0.6301 -2.2933 1.6499 -0.16
H 0.8930 0.1402 -1.1041 0.42
H 1.1498 -2.3628 0.6896 0.31

16.
8
Properties=species:S:1:pos:R:3:mulliken_spin:R:1 method="wB97M-V/def2-TZVPD" energy_ev=-38754.029 relative_energy_ev=3.746 total_charge=+1 spin_multiplicity=2 orbital_gap_ev="5.957 / 3.837"
Yb 2.5176 1.9315 0.1000 1.01
O -0.0464 1.8159 -0.2186 -0.01
O 1.1691 -0.0630 2.3597 0.00
C -2.3167 1.6735 0.1398 0.00
C -1.1109 2.1459 0.2352 0.00
C 1.3742 -0.7243 3.2527 0.00
H -2.1110 0.7307 -0.5554 0.00
H -3.1821 2.3308 0.1971 0.00